{"formula": "C49H42GeN7O2S2Sc", "method": "ωB97M-V/def2-TZVPD", "total_charge": -2, "relative_energy_ev": 0.383, "total_energy_ev": -164907.05840, "homo_energy_ha": -0.0111, "symbols": ["Ge", "Sc", "S", "S", "O", "O", "N", "N", "N", "N", "N", "N", "N", "C", "C", "C", "C", "C", "C", "C", "C", "C", "C", "C", "C", "C", "C", "C", "C", "C", "C", "C", "C", "C", "C", "C", "C", "C", "C", "C", "C", "C", "C", "C", "C", "C", "C", "C", "C", "C", "C", "C", "C", "C", "C", "C", "C", "C", "C", "C", "C", "C", "H", "H", "H", "H", "H", "H", "H", "H", "H", "H", "H", "H", "H", "H", "H", "H", "H", "H", "H", "H", "H", "H", "H", "H", "H", "H", "H", "H", "H", "H", "H", "H", "H", "H", "H", "H", "H", "H", "H", "H", "H", "H"], "coordinates": [[0.699065, 0.676245, 2.239299], [0.452959, 0.432938, -1.452057], [-2.486790, 1.093549, -3.910349], [-1.598047, 3.936801, -3.911946], [-3.978873, 3.850046, -1.079460], [-0.434065, 2.583223, 0.799839], [0.750562, -0.280372, -4.535964], [2.108179, -2.207159, -0.404463], [0.856085, 0.706361, -3.511658], [2.316195, -0.978719, -0.907758], [-1.704158, 2.733563, -1.196577], [-0.840565, 2.027405, -1.998151], [-0.086768, -1.604600, -2.061603], [-0.808238, -4.534448, 2.821302], [2.235177, 3.441545, 5.155174], [0.374122, 1.347881, 0.496700], [-1.896812, -1.497803, 4.931185], [-2.090937, 4.382377, 1.996982], [3.550936, 0.081353, 1.927367], [1.432292, -2.403002, -5.358038], [1.077787, -4.432670, -4.189966], [0.440355, 0.326158, -5.721318], [-2.400941, 3.877560, 0.737824], [4.816923, -1.660373, 3.005080], [-1.908943, -0.654902, 2.292905], [-1.104080, 2.217334, -3.382769], [0.558233, -3.700042, -3.125323], [-3.016066, -1.314755, 2.816272], [4.243829, -2.130258, -0.900707], [2.359619, -0.384281, 2.486066], [2.123845, -4.547277, -6.488151], [-3.259131, 3.577205, -4.519446], [1.091053, 3.961893, 5.744139], [-3.623609, 4.264434, 0.143093], [-1.685783, -3.577667, 0.653458], [2.129491, 2.490586, 4.146251], [3.599943, -0.923230, -1.214336], [-0.781073, -0.402766, 3.068600], [-0.246295, 2.562169, 4.314732], [-1.519121, -2.853833, -0.518098], [0.890164, 2.031741, 3.701189], [-3.239811, 2.182868, -5.130883], [0.636370, -3.356794, 1.137340], [0.801399, -2.646178, -0.037628], [-3.009945, -1.746202, 4.134564], [3.642623, -2.147500, 3.563534], [0.263394, 1.913904, -4.081655], [-4.495055, 5.098597, 0.845063], [0.430093, -2.301507, -3.133615], [3.249025, -2.923890, -0.381478], [0.868727, -1.644534, -4.331669], [-0.617749, -3.834262, 1.502748], [-2.954234, 5.224301, 2.684680], [4.765504, -0.543966, 2.182425], [-0.272453, -2.363136, -0.899233], [-1.449199, 2.970950, 0.041266], [-0.154255, 3.518450, 5.317971], [-0.803915, -0.824257, 4.401576], [2.433953, -1.510958, 3.306319], [-4.166323, 5.574333, 2.104060], [1.528280, -3.793222, -5.328147], [0.211325, 1.636635, -5.560139], [1.513982, -4.452817, -7.391844], [5.673526, -0.163800, 1.727225], [3.511702, 0.945640, 1.271764], [0.874765, 2.789342, -3.823127], [0.039549, -0.599692, 5.049154], [-2.357254, -2.641220, -1.170462], [3.667342, -3.023514, 4.203472], [-3.884495, -1.490226, 2.190602], [3.037129, 2.097868, 3.699345], [-1.848750, -4.831187, 2.956583], [1.829172, -1.868248, -6.214580], [-1.889262, -1.817253, 5.968304], [-2.676263, -3.920100, 0.933627], [3.250748, -3.938081, -0.021461], [5.280494, -2.384784, -1.033034], [2.207975, -5.610753, -6.255509], [1.526569, -1.905296, 3.751547], [1.134274, -5.514606, -4.113064], [-3.491752, 4.341658, -5.265551], [-1.142914, 4.098701, 2.430287], [-1.058025, 3.919751, 5.763456], [3.214059, 3.777835, 5.480301], [3.999800, -0.019396, -1.644326], [-3.989016, 3.634796, -3.710114], [0.371243, -0.266628, -6.620495], [-0.060961, 2.341122, -6.328645], [0.208424, -4.240332, -2.254364], [-2.670735, 2.179903, -6.062637], [1.168576, 4.707192, 6.527939], [-4.858241, 6.224977, 2.628414], [3.124439, -4.180910, -6.735552], [-1.906102, -0.313489, 1.260152], [5.762761, -2.152280, 3.203096], [-3.870643, -2.262238, 4.546108], [-1.228162, 2.225462, 3.999336], [1.489888, -3.500603, 1.789516], [-4.253021, 1.820966, -5.326410], [-0.548691, -3.868713, 3.647799], [-0.183901, -5.428706, 2.896651], [-3.163546, 3.328058, -1.410995], [-5.430469, 5.365369, 0.367483], [-2.678495, 5.598433, 3.663544]], "atomic_forces_ev_per_a": [[-0.0156, 0.0409, 0.0199], [0.0584, -0.0045, 0.0587], [-0.0251, 0.0233, -0.0599], [0.0784, 0.0254, -0.0380], [-0.0274, 0.0291, 0.0222], [-0.0331, 0.0116, -0.0610], [-0.2113, -0.0133, 0.0580], [-0.0100, 0.0069, 0.0254], [0.1364, 0.0675, -0.0387], [0.0454, 0.0370, 0.0225], [-0.1222, -0.1594, 0.0070], [0.1221, 0.1812, 0.0299], [-0.2007, -0.0586, -0.0156], [-0.0020, 0.0013, -0.0072], [0.0067, 0.0017, -0.0064], [-0.0295, -0.0654, -0.0532], [-0.0017, -0.0001, -0.0007], [-0.0130, -0.0039, 0.0047], [0.0014, -0.0086, -0.0161], [0.0109, -0.0047, 0.0081], [0.0078, -0.0079, 0.0038], [0.0328, -0.0031, -0.0163], [-0.0061, -0.0113, -0.0002], [-0.0041, -0.0049, 0.0005], [0.0003, 0.0101, 0.0109], [0.0166, -0.0591, 0.0413], [0.0032, 0.0050, -0.0001], [-0.0002, 0.0010, -0.0060], [0.0054, 0.0036, 0.0021], [-0.0007, -0.0333, 0.0238], [0.0013, 0.0011, -0.0037], [-0.0202, 0.0044, -0.0251], [-0.0064, -0.0026, 0.0004], [0.0006, 0.0196, 0.0117], [-0.0125, 0.0168, -0.0041], [0.0127, 0.0204, -0.0216], [-0.0053, -0.0201, -0.0046], [-0.0078, -0.0027, -0.0129], [0.0055, -0.0142, 0.0159], [-0.0002, 0.0076, 0.0453], [-0.0101, -0.0102, 0.0085], [-0.0322, 0.0374, 0.0225], [-0.0217, -0.0121, -0.0064], [-0.0049, 0.0001, -0.0234], [0.0046, 0.0001, 0.0022], [0.0012, 0.0014, -0.0013], [0.0010, -0.0196, -0.0071], [-0.0047, -0.0003, -0.0094], [0.0890, 0.0166, 0.0211], [-0.0083, -0.0075, -0.0117], [0.0670, 0.0033, -0.0195], [0.0270, -0.0119, 0.0118], [0.0052, 0.0016, -0.0091], [0.0046, 0.0056, -0.0051], [0.0599, 0.0234, -0.0171], [0.0160, 0.0055, 0.0521], [0.0029, 0.0033, 0.0002], [0.0127, 0.0079, 0.0092], [-0.0124, 0.0021, 0.0015], [0.0027, -0.0008, 0.0075], [-0.0107, 0.0088, -0.0001], [0.0129, -0.0168, 0.0047], [-0.0006, 0.0003, 0.0000], [0.0018, -0.0015, 0.0006], [-0.0011, -0.0003, 0.0010], [0.0103, -0.0008, -0.0306], [-0.0020, -0.0001, 0.0000], [0.0000, -0.0055, -0.0032], [0.0026, 0.0009, 0.0004], [0.0009, 0.0013, 0.0018], [-0.0025, 0.0000, 0.0017], [0.0024, -0.0068, -0.0038], [-0.0003, -0.0043, -0.0050], [0.0007, 0.0004, 0.0001], [-0.0003, -0.0007, -0.0011], [0.0024, -0.0001, -0.0010], [0.0001, -0.0014, -0.0009], [-0.0004, 0.0005, 0.0002], [0.0051, 0.0026, 0.0000], [0.0003, 0.0000, 0.0007], [-0.0426, -0.0131, 0.0040], [0.0029, -0.0014, -0.0013], [0.0013, 0.0016, 0.0015], [-0.0009, 0.0005, 0.0016], [0.0013, -0.0008, -0.0018], [0.0402, -0.0097, 0.0168], [-0.0120, 0.0064, -0.0040], [-0.0242, -0.0048, 0.0022], [-0.0012, -0.0019, -0.0018], [0.0119, -0.0089, 0.0091], [0.0003, 0.0009, -0.0006], [0.0009, 0.0002, 0.0011], [0.0004, 0.0000, 0.0002], [-0.0080, -0.0071, -0.0040], [0.0007, 0.0003, -0.0009], [-0.0002, -0.0008, 0.0002], [0.0011, -0.0066, 0.0043], [0.0026, -0.0038, -0.0051], [0.0025, 0.0053, -0.0103], [-0.0107, 0.0024, -0.0013], [0.0084, 0.0039, 0.0060], [0.0168, -0.0243, -0.0314], [-0.0005, 0.0011, 0.0022], [-0.0034, 0.0009, 0.0004]], "lowdin_charge": [0.911, 0.841, 0.889, 0.877, 0.007, -0.198, -0.103, -0.048, -0.082, 0.041, 0.017, -0.227, -0.040, -0.052, -0.115, -0.380, -0.122, -0.033, -0.137, -0.012, -0.094, -0.116, -0.050, -0.121, -0.106, -0.905, -0.035, -0.103, -0.060, -0.259, -0.085, -0.565, -0.126, -0.284, -0.061, -0.101, -0.129, -0.254, -0.127, -0.008, -0.234, -0.569, 0.016, -0.133, -0.123, -0.110, -0.431, -0.044, -0.215, -0.052, -0.140, -0.277, -0.119, -0.110, -0.288, -0.345, -0.106, -0.136, -0.125, -0.130, -0.326, -0.089, 0.066, 0.095, 0.095, 0.113, 0.098, 0.121, 0.090, 0.098, 0.085, 0.070, 0.105, 0.088, 0.105, 0.125, 0.087, 0.060, 0.077, 0.091, 0.058, 0.092, 0.092, 0.087, 0.114, 0.053, 0.109, 0.075, 0.100, 0.055, 0.084, 0.083, 0.066, 0.089, 0.086, 0.087, 0.103, 0.109, 0.060, 0.066, 0.071, 0.051, 0.101, 0.082]}